This record from OMol25 describes a structure of composition C29H31N3O2PdS3 in a non-equilibrium geometry. The level of theory is ωB97M-V/def2-TZVPD.

Structure (XYZ):
```
69
Properties=species:S:1:pos:R:3:nbo_charge:R:1
Pd -0.822 0.625 0.064 0.614
C -4.580 -2.191 0.661 -0.084
O -4.922 -0.793 0.628 -0.444
C -3.804 -0.135 0.380 0.561
N -2.732 -0.806 0.168 -0.517
C -3.091 -2.228 0.218 -0.120
C -2.262 -3.058 1.166 -0.063
C -2.008 -4.392 0.864 -0.213
C -1.338 -5.199 1.771 -0.194
C -0.920 -4.683 2.988 -0.200
C -1.166 -3.351 3.291 -0.228
C -1.829 -2.538 2.380 -0.188
C -3.830 1.331 0.286 0.134
C -4.991 2.097 0.268 -0.166
C -4.875 3.466 0.070 -0.130
C -3.617 4.027 -0.101 -0.167
C -2.514 3.183 -0.050 0.126
N -2.628 1.874 0.141 -0.422
C -1.127 3.634 -0.201 0.573
N -0.128 2.860 0.032 -0.554
C 1.090 3.640 -0.204 -0.114
C 0.540 5.008 -0.701 -0.086
O -0.888 4.876 -0.575 -0.439
C 2.020 3.026 -1.223 -0.053
C 1.549 2.151 -2.200 -0.171
C 2.414 1.672 -3.174 -0.226
C 3.750 2.043 -3.166 -0.197
C 4.226 2.904 -2.185 -0.201
C 3.364 3.398 -1.221 -0.221
H -5.250 -2.729 -0.005 0.222
H -4.717 -2.551 1.681 0.213
H -2.991 -2.628 -0.796 0.218
H -2.351 -4.804 -0.077 0.222
H -1.168 -6.240 1.535 0.235
H -0.411 -5.319 3.698 0.236
H -0.864 -2.951 4.250 0.228
H -2.038 -1.501 2.627 0.210
H -5.951 1.620 0.397 0.261
H -5.758 4.088 0.040 0.255
H -3.479 5.084 -0.276 0.260
H 1.615 3.745 0.751 0.216
H 0.772 5.190 -1.751 0.215
H 0.865 5.860 -0.107 0.222
H 0.501 1.863 -2.213 0.214
H 2.038 1.029 -3.957 0.229
H 4.420 1.676 -3.931 0.236
H 5.266 3.197 -2.176 0.237
H 3.729 4.081 -0.465 0.226
C 3.994 -1.073 -0.937 -0.560
C 4.279 -0.341 0.387 -0.581
S 2.991 0.841 0.905 0.753
C 1.863 -0.111 1.977 -0.577
C 1.413 -1.398 1.336 -0.571
S 0.760 -1.087 -0.338 0.271
C 0.816 -2.804 -0.962 -0.518
C 2.137 -3.120 -1.670 -0.537
S 3.651 -2.853 -0.690 0.234
H 4.867 -1.009 -1.583 0.256
H 3.153 -0.624 -1.454 0.254
H 5.157 0.293 0.268 0.274
H 4.466 -1.028 1.213 0.264
H 1.022 0.565 2.169 0.263
H 2.396 -0.306 2.910 0.280
H 0.638 -1.879 1.931 0.272
H 2.253 -2.084 1.221 0.257
H -0.002 -2.917 -1.673 0.251
H 0.645 -3.466 -0.114 0.253
H 2.231 -2.564 -2.601 0.234
H 2.155 -4.186 -1.899 0.263
```

- E_HOMO (spin up / spin down): -13.727 / -14.034 eV
- E_LUMO (spin up / spin down): -5.662 / -9.517 eV
- ⟨S²⟩: 2.008
- Spin multiplicity: 3
- Net charge: +2
- ΔE to the lowest compared entry with this formula, charge and spin: 1.319 eV

***

This record from OMol25 describes a structure of composition C8H18O11Zn in a non-equilibrium geometry. The level of theory is ωB97M-V/def2-TZVPD.

Structure (XYZ):
```
38
Properties=species:S:1:pos:R:3:nbo_charge:R:1
Zn -17.568 -2.509 -2.244 1.772
C -17.173 -3.525 2.078 -0.735
C -18.239 -3.491 0.984 0.782
O -17.883 -2.968 -0.120 -0.890
O -19.316 -4.016 1.262 -0.714
H -16.427 -4.287 1.812 0.213
H -17.578 -3.872 3.031 0.195
H -16.536 -2.646 2.233 0.188
C -19.243 -6.128 -3.940 -0.726
C -19.572 -5.038 -2.918 0.801
O -18.885 -3.961 -3.041 -0.910
O -20.460 -5.253 -2.103 -0.713
H -20.154 -6.412 -4.470 0.197
H -18.927 -7.020 -3.392 0.205
H -18.455 -5.807 -4.615 0.216
C -14.503 -3.747 -0.327 -0.739
C -15.060 -4.315 -1.637 0.799
O -14.572 -5.380 -2.027 -0.731
O -15.903 -3.604 -2.261 -0.888
H -13.581 -3.235 -0.631 0.192
H -14.264 -4.550 0.364 0.208
H -15.166 -3.022 0.144 0.212
C -16.510 -0.169 -5.911 -0.723
C -17.581 -1.024 -5.253 0.774
O -18.675 -1.072 -5.819 -0.724
O -17.264 -1.537 -4.136 -0.876
H -16.502 0.803 -5.392 0.190
H -16.725 0.015 -6.960 0.199
H -15.486 -0.513 -5.736 0.202
O -16.380 -0.806 -1.677 -0.955
H -15.534 -1.088 -1.314 0.494
H -16.282 0.107 -1.951 0.483
O -19.260 -1.308 -2.043 -0.974
H -19.656 -0.686 -2.662 0.505
H -19.639 -1.149 -1.174 0.498
O -21.088 -2.592 -4.048 -0.992
H -21.713 -3.000 -3.442 0.453
H -20.227 -2.933 -3.706 0.511
```

- E_HOMO: -2.504 eV
- E_LUMO: 4.365 eV
- Net charge: -2
- ΔE to the lowest compared entry with this formula, charge and spin: 0.114 eV

***

This record from OMol25 describes a structure of composition C3H4CeO3 in a non-equilibrium geometry. The level of theory is ωB97M-V/def2-TZVPD.

Structure (XYZ):
```
11
Properties=species:S:1:pos:R:3:lowdin_spin:R:1
C 0.648 -1.360 0.014 -0.002
O -1.557 -0.301 -0.221 0.013
C -1.864 1.181 -0.224 0.002
C -0.554 -0.834 0.423 0.022
O -0.892 1.894 -0.009 0.000
O -3.065 1.351 -0.322 0.001
H 1.242 -1.827 0.808 0.001
H 0.562 -1.715 -1.042 0.001
H -0.658 -0.700 1.507 0.001
H 3.759 1.842 -0.525 0.020
Ce 2.379 0.469 -0.408 0.941
```

- E_HOMO (spin up / spin down): -12.720 / -12.725 eV
- E_LUMO (spin up / spin down): -7.015 / -6.937 eV
- ⟨S²⟩: 0.753
- Spin multiplicity: 2
- Net charge: +1
- ΔE to the lowest compared entry with this formula, charge and spin: 5.192 eV

***

This record from OMol25 describes an isolated molecule of C15H16N4OS in a non-equilibrium geometry. The level of theory is ωB97M-V/def2-TZVPD.

Structure (XYZ):
```
37
Properties=species:S:1:pos:R:3:nbo_charge:R:1
C 5.189 2.685 -0.087 -0.615
C 5.011 1.433 0.763 -0.407
C 4.053 0.402 0.164 -0.312
C 4.468 -0.079 -1.217 -0.632
H 5.478 -0.482 -1.178 0.217
H 3.804 -0.856 -1.591 0.215
H 4.447 0.745 -1.924 0.223
H 3.985 -0.433 0.869 0.212
S 2.367 1.176 0.101 0.289
C 1.239 -0.155 0.077 0.321
N -0.003 0.213 0.047 -0.537
C -0.900 -0.798 0.032 0.370
N -2.250 -0.709 0.004 -0.197
N -2.800 -1.941 -0.001 -0.251
C -1.830 -2.817 0.023 0.022
C -0.579 -2.168 0.045 -0.316
C 0.792 -2.577 0.076 0.671
O 1.281 -3.682 0.089 -0.595
N 1.650 -1.448 0.089 -0.619
H 2.635 -1.680 0.116 0.423
H -2.035 -3.868 0.024 0.222
C -3.072 0.425 -0.018 0.211
C -2.532 1.706 -0.034 -0.262
C -3.380 2.798 -0.057 -0.196
C -4.754 2.625 -0.063 -0.222
C -5.286 1.346 -0.047 -0.198
C -4.453 0.244 -0.025 -0.245
H -4.847 -0.759 -0.012 0.245
H -6.357 1.204 -0.052 0.215
H -5.409 3.484 -0.081 0.212
H -2.961 3.793 -0.069 0.214
H -1.463 1.836 -0.029 0.254
H 5.979 0.948 0.909 0.213
H 4.631 1.721 1.745 0.217
H 5.788 3.413 0.453 0.221
H 5.694 2.459 -1.022 0.207
H 4.222 3.131 -0.308 0.211
```

- E_HOMO: -8.419 eV
- SMILES: CC[C@H](C)Sc1nc2c(cnn2-c2ccccc2)c(=O)[nH]1
- E_LUMO: 0.540 eV
- ΔE to the lowest compared entry with this formula, charge and spin: 0.532 eV

***

This record from OMol25 describes a structure of composition C2H2FKO2 in a non-equilibrium geometry. The level of theory is ωB97M-V/def2-TZVPD.

Structure (XYZ):
```
8
Properties=species:S:1:pos:R:3:nbo_charge:R:1
H -2.114 0.537 -3.151 0.108
C -1.186 2.537 -2.361 0.738
C 0.168 1.982 -2.077 0.275
O 1.166 2.648 -2.228 -0.377
O -2.257 1.900 -2.438 -0.633
F -1.225 3.774 -2.772 -0.275
H 0.178 0.890 -1.896 0.166
K -4.962 2.860 -1.613 0.996
```

- E_HOMO (spin up / spin down): -11.972 / -14.441 eV
- E_LUMO (spin up / spin down): -4.993 / -4.801 eV
- ⟨S²⟩: 0.769
- Spin multiplicity: 2
- Net charge: +1

***

This record from OMol25 describes a structure of composition C5H6FO3Rb in a non-equilibrium geometry. The level of theory is ωB97M-V/def2-TZVPD.

Structure (XYZ):
```
16
Properties=species:S:1:pos:R:3:nbo_charge:R:1
O 1.473 -0.643 -0.403 -0.495
Rb 6.420 -3.359 -0.653 0.999
O 3.535 -0.856 0.453 -0.631
C 2.491 -0.256 0.373 0.984
O 2.256 0.900 0.939 -0.454
C 0.966 1.394 0.544 -0.193
H 0.327 1.454 1.432 0.230
H 1.076 2.387 0.090 0.235
C 0.506 0.353 -0.454 0.637
F 0.384 0.788 -1.708 -0.308
H -1.510 -0.262 -0.219 0.153
C -2.736 -0.737 -0.092 -0.362
C -3.857 -0.046 0.076 -0.403
H -2.713 -1.766 -0.461 0.192
H -4.748 -0.258 -0.525 0.219
H -3.869 0.909 0.609 0.197
```

- E_HOMO (spin up / spin down): -11.305 / -11.470 eV
- E_LUMO (spin up / spin down): -4.040 / -4.040 eV
- ⟨S²⟩: 0.755
- Spin multiplicity: 2
- Net charge: +1